Here is a cluster of 8 separate species, C51H92BCl2F2N10O9 in total at a distorted geometry from the OMol25 dataset. Energies are from ωB97M-V with the def2-TZVPD basis set.

Bonds (Å) are listed after each position.
Element x y z (Å)
1 C -3.94 -5.77 -0.90  C2 1.579, H41 1.101, H42 1.098, H43 1.116
2 C -3.27 -4.38 -0.59  C1 1.579, Cl3 1.790, C4 1.550, H44 1.102
3 Cl -2.13 -4.68 0.76  C2 1.790
4 C -2.65 -3.87 -1.92  C2 1.550, C5 1.575, H45 1.107, H46 1.107
5 C -2.59 -2.31 -2.08  C4 1.575, N6 1.481, O13 1.424, C36 1.568
6 N -3.94 -1.73 -1.93  C5 1.481, C7 1.376, C10 1.443
7 C -5.02 -2.44 -2.38  N6 1.376, O8 1.189, F9 1.373
8 O -5.19 -3.01 -3.41  C7 1.189
9 F -6.07 -2.47 -1.49  C7 1.373
10 C -4.13 -0.94 -0.73  N6 1.443, O11 1.193, F12 1.336
11 O -4.13 0.25 -0.80  C10 1.193
12 F -4.37 -1.49 0.46  C10 1.336
13 O -1.94 -1.86 -0.89  C5 1.424, C14 1.413
14 C -0.53 -1.79 -0.89  O13 1.413, N15 1.461, C16 1.551, H47 1.106
15 N 0.17 -3.05 -0.67  C14 1.461, H48 1.015, H49 1.018
16 C -0.01 -0.94 -2.08  C14 1.551, C17 1.583, C21 1.548, N28 1.501
17 C -0.71 0.47 -1.93  C16 1.583, C18 1.551, H50 1.114, H51 1.104
18 C -0.21 1.32 -0.73  C17 1.551, C19 1.566, H52 1.099, H53 1.102
19 C -1.07 2.63 -0.74  C18 1.566, Cl20 1.804, H54 1.100, H55 1.104
20 Cl -1.05 3.44 0.87  C19 1.804
21 C 1.50 -0.61 -2.02  C16 1.548, O22 1.426, H56 1.109, H57 1.105
22 O 1.98 -0.75 -0.68  C21 1.426, C23 1.428
23 C 3.39 -0.53 -0.61  O22 1.428, O24 1.386, H58 1.110, H59 1.108
24 O 4.05 -1.53 0.10  C23 1.386, C25 1.420
25 C 3.94 -2.81 -0.50  O24 1.420, C26 1.584, H60 1.105, H61 1.104
26 C 3.56 -3.85 0.63  C25 1.584, O27 1.448, H62 1.107, H63 1.104
27 O 3.23 -3.16 1.87  C26 1.448, H64 0.967
28 N -0.48 -1.45 -3.41  C16 1.501, O29 1.394, C36 1.509, H65 1.033
29 O 0.42 -2.18 -4.20  N28 1.394, C30 1.428
30 C 0.88 -3.43 -3.69  O29 1.428, C31 1.572, H66 1.102, H67 1.102
31 C 1.54 -4.19 -4.89  C30 1.572, C32 1.560, C33 1.544, H68 1.110
32 C 3.01 -4.61 -4.56  C31 1.560, H69 1.104, H70 1.103, H71 1.104
33 C 0.68 -5.35 -5.42  C31 1.544, C34 1.563, C35 1.570, H72 1.109
34 C 0.36 -6.46 -4.37  C33 1.563, H73 1.101, H74 1.104, H75 1.102
35 C -0.60 -4.87 -6.19  C33 1.570, H76 1.099, H77 1.104, H78 1.102
36 C -1.90 -1.96 -3.44  C5 1.568, N28 1.509, C37 1.549, H79 1.108
37 C -2.72 -1.23 -4.53  C36 1.549, B38 1.589, H80 1.106, H81 1.114
38 B -3.20 0.27 -4.31  C37 1.589, O39 1.408, O40 1.373
39 O -2.39 1.32 -4.76  B38 1.408, H82 0.971
40 O -4.40 0.59 -3.73  B38 1.373, H83 0.968
41 H -3.15 -6.53 -0.78  C1 1.101
42 H -4.44 -5.79 -1.88  C1 1.098
43 H -4.67 -5.97 -0.08  C1 1.116
44 H -4.10 -3.75 -0.24  C2 1.102
45 H -3.18 -4.34 -2.77  C4 1.107
46 H -1.63 -4.31 -1.98  C4 1.107
47 H -0.27 -1.19 0.00  C14 1.106
48 H 1.16 -2.97 -0.89  N15 1.015
49 H 0.15 -3.20 0.33  N15 1.018
50 H -0.52 1.11 -2.82  C17 1.114
51 H -1.80 0.40 -1.83  C17 1.104
52 H -0.37 0.87 0.26  C18 1.099
53 H 0.83 1.68 -0.84  C18 1.102
54 H -2.10 2.45 -1.07  C19 1.100
55 H -0.60 3.34 -1.44  C19 1.104
56 H 1.72 0.44 -2.32  C21 1.109
57 H 2.15 -1.24 -2.65  C21 1.105
58 H 3.87 -0.42 -1.60  C23 1.110
59 H 3.53 0.43 -0.08  C23 1.108
60 H 4.92 -3.12 -0.91  C25 1.105
61 H 3.17 -2.86 -1.29  C25 1.104
62 H 2.68 -4.44 0.32  C26 1.107
63 H 4.42 -4.52 0.82  C26 1.104
64 H 2.54 -3.69 2.30  O27 0.967
65 H -0.53 -0.59 -3.97  N28 1.033
66 H 1.68 -3.35 -2.93  C30 1.102
67 H 0.05 -4.07 -3.34  C30 1.102
68 H 1.63 -3.45 -5.71  C31 1.110
69 H 3.50 -3.91 -3.85  C32 1.104
70 H 3.64 -4.63 -5.46  C32 1.103
71 H 3.02 -5.60 -4.08  C32 1.104
72 H 1.29 -5.86 -6.20  C33 1.109
73 H 1.19 -6.59 -3.65  C34 1.101
74 H 0.30 -7.42 -4.92  C34 1.104
75 H -0.61 -6.28 -3.89  C34 1.102
76 H -1.29 -5.72 -6.28  C35 1.099
77 H -0.25 -4.57 -7.19  C35 1.104
78 H -1.04 -4.00 -5.66  C35 1.102
79 H -1.79 -2.95 -3.92  C36 1.108
80 H -3.59 -1.82 -4.89  C37 1.106
81 H -2.05 -1.21 -5.42  C37 1.114
82 H -2.99 1.87 -5.30  O39 0.971
83 H -4.37 1.46 -3.30  O40 0.968
84 C -2.22 6.65 -2.37  C85 1.523, H89 1.092, H90 1.090, H91 1.092
85 C -0.79 7.13 -2.57  C84 1.523, C86 1.530, H92 1.093, H93 1.091
86 C -0.25 6.80 -3.96  C85 1.530, C87 1.477, H94 1.091, H95 1.091
87 C -0.25 5.34 -4.17  C86 1.477, N88 1.150
88 N -0.24 4.20 -4.33  C87 1.150
89 H -2.29 5.56 -2.46  C84 1.092
90 H -2.58 6.92 -1.38  C84 1.090
91 H -2.90 7.09 -3.11  C84 1.092
92 H -0.15 6.67 -1.81  C85 1.093
93 H -0.75 8.21 -2.41  C85 1.091
94 H 0.77 7.18 -4.06  C86 1.091
95 H -0.86 7.28 -4.73  C86 1.091
96 C 7.05 0.21 0.72  C97 1.524, H101 1.091, H102 1.086, H103 1.093
97 C 7.99 -0.86 0.16  C96 1.524, C98 1.533, H104 1.093, H105 1.092
98 C 8.20 -0.73 -1.35  C97 1.533, C99 1.476, H106 1.091, H107 1.091
99 C 6.91 -0.86 -2.06  C98 1.476, N100 1.150
100 N 5.91 -0.97 -2.61  C99 1.150
101 H 6.05 0.13 0.29  C96 1.091
102 H 6.95 0.10 1.80  C96 1.086
103 H 7.44 1.21 0.52  C96 1.093
104 H 7.58 -1.85 0.39  C97 1.093
105 H 8.95 -0.79 0.66  C97 1.092
106 H 8.88 -1.50 -1.71  C98 1.091
107 H 8.64 0.25 -1.59  C98 1.091
108 C 0.90 0.83 4.86  C109 1.524, H113 1.093, H114 1.091, H115 1.091
109 C 2.32 1.37 4.81  C108 1.524, C110 1.531, H116 1.093, H117 1.092
110 C 2.96 1.24 3.42  C109 1.531, C111 1.476, H118 1.090, H119 1.093
111 C 3.03 -0.18 3.03  C110 1.476, N112 1.156
112 N 3.09 -1.29 2.72  C111 1.156
113 H 0.87 -0.24 4.64  C108 1.093
114 H 0.47 0.97 5.86  C108 1.091
115 H 0.26 1.34 4.14  C108 1.091
116 H 2.93 0.84 5.55  C109 1.093
117 H 2.31 2.42 5.10  C109 1.092
118 H 3.97 1.65 3.43  C110 1.090
119 H 2.37 1.79 2.68  C110 1.093
120 C -9.71 -6.98 1.16  C121 1.525, H125 1.091, H126 1.090, H127 1.092
121 C -8.67 -6.04 1.76  C120 1.525, C122 1.532, H128 1.092, H129 1.092
122 C -7.40 -5.92 0.90  C121 1.532, C123 1.475, H130 1.092, H131 1.092
123 C -6.75 -7.24 0.77  C122 1.475, N124 1.149
124 N -6.25 -8.27 0.66  C123 1.149
125 H -9.33 -8.00 1.08  C120 1.091
126 H -10.60 -7.01 1.78  C120 1.090
127 H -10.00 -6.65 0.16  C120 1.092
128 H -8.41 -6.39 2.76  C121 1.092
129 H -9.11 -5.04 1.87  C121 1.092
130 H -6.70 -5.23 1.37  C122 1.092
131 H -7.65 -5.54 -0.09  C122 1.092
132 C 7.13 -1.88 5.40  C133 1.526, H137 1.092, H138 1.090, H139 1.092
133 C 8.23 -0.85 5.64  C132 1.526, C134 1.533, H140 1.093, H141 1.092
134 C 7.69 0.56 5.84  C133 1.533, C135 1.473, H142 1.091, H143 1.091
135 C 6.95 1.00 4.64  C134 1.473, N136 1.149
136 N 6.37 1.33 3.70  C135 1.149
137 H 6.57 -1.67 4.48  C132 1.092
138 H 7.56 -2.88 5.29  C132 1.090
139 H 6.43 -1.91 6.23  C132 1.092
140 H 8.92 -0.87 4.79  C133 1.093
141 H 8.80 -1.14 6.52  C133 1.092
142 H 8.50 1.26 6.02  C134 1.091
143 H 7.02 0.60 6.70  C134 1.091
144 C -3.23 5.16 4.35  C145 1.524, H149 1.092, H150 1.091, H151 1.092
145 C -2.23 6.13 4.97  C144 1.524, C146 1.531, H152 1.093, H153 1.092
146 C -0.95 6.29 4.14  C145 1.531, C147 1.474, H154 1.091, H155 1.090
147 C -0.26 4.99 4.03  C146 1.474, N148 1.149
148 N 0.27 3.97 3.94  C147 1.149
149 H -2.81 4.15 4.29  C144 1.092
150 H -4.13 5.10 4.95  C144 1.091
151 H -3.51 5.47 3.34  C144 1.092
152 H -1.98 5.80 5.98  C145 1.093
153 H -2.71 7.11 5.07  C145 1.092
154 H -0.28 7.00 4.62  C146 1.091
155 H -1.19 6.65 3.14  C146 1.090
156 C -1.54 11.18 4.97  C157 1.525, H161 1.092, H162 1.090, H163 1.092
157 C -2.90 11.49 4.36  C156 1.525, C158 1.532, H164 1.092, H165 1.092
158 C -3.76 10.24 4.15  C157 1.532, C159 1.474, H166 1.091, H167 1.092
159 C -3.09 9.31 3.23  C158 1.474, N160 1.149
160 N -2.56 8.58 2.51  C159 1.149
161 H -0.94 10.54 4.31  C156 1.092
162 H -0.97 12.10 5.12  C156 1.090
163 H -1.64 10.68 5.93  C156 1.092
164 H -2.76 12.00 3.40  C157 1.092
165 H -3.43 12.18 5.01  C157 1.092
166 H -4.73 10.51 3.73  C158 1.091
167 H -3.93 9.73 5.10  C158 1.092

Summary:
Total energy ... -118855.046 eV
HOMO-LUMO gap ... 9.2 eV
Charge ... +1
Max |F| ... 4.39 eV Å⁻¹
Highest occupied orbital energy ... -10.782 eV

Here are the Mulliken charges for atoms 1 to 4, given in e: -1.359 0.318 -0.223 -1.842